Entry 1:
{"formula": "C16H23N3O6", "method": "wB97M-V/def2-TZVPD", "elements": ["C", "C", "C", "C", "C", "C", "C", "O", "O", "C", "C", "O", "O", "C", "N", "H", "H", "H", "H", "H", "H", "H", "H", "H", "C", "O", "N", "C", "C", "H", "H", "H", "H", "H", "H", "H", "C", "O", "N", "C", "C", "H", "H", "H", "H", "H", "H", "H"], "coordinates": [[2.518, 1.376, -1.134], [1.231, 1.085, -1.025], [0.137, 1.823, -1.778], [-1.176, 1.114, -1.646], [-1.503, -0.004, -2.377], [-2.721, -0.644, -2.177], [-3.016, -1.857, -3.023], [-3.193, -1.776, -4.202], [-3.059, -3.026, -2.356], [-3.628, -0.169, -1.221], [-4.969, -0.858, -0.944], [-5.819, -0.569, -1.786], [-4.957, -1.572, 0.072], [-3.261, 0.947, -0.520], [-2.075, 1.547, -0.747], [3.244, 0.806, -0.569], [2.906, 2.170, -1.759], [0.925, 0.270, -0.377], [0.386, 1.819, -2.839], [0.052, 2.851, -1.425], [-0.806, -0.368, -3.121], [-2.575, -2.971, -1.522], [-3.891, 1.374, 0.246], [-1.841, 2.360, -0.193], [-2.282, -4.486, 4.086], [-1.953, -3.562, 4.806], [-2.895, -4.349, 2.896], [-3.253, -5.489, 2.079], [-3.210, -3.012, 2.417], [-2.095, -5.540, 4.357], [-2.755, -5.441, 1.109], [-4.331, -5.518, 1.911], [-2.952, -6.407, 2.580], [-2.297, -2.419, 2.332], [-3.873, -2.506, 3.117], [-3.699, -3.067, 1.448], [5.899, 3.778, -1.214], [4.832, 3.619, -1.778], [6.056, 3.833, 0.120], [7.353, 4.026, 0.737], [4.881, 3.697, 0.965], [6.845, 3.899, -1.767], [7.602, 3.182, 1.382], [7.363, 4.938, 1.336], [8.114, 4.110, -0.036], [4.395, 2.737, 0.793], [4.160, 4.484, 0.743], [5.183, 3.767, 2.007]], "homo_energy_ha": -0.320, "gap_ev": 7.514, "de_lowest_kcal_mol": 73.1, "lumo_ev": -1.196}


Entry 2:
{"formula": "C16H23N5O8Pt", "method": "wB97M-V/def2-TZVPD", "elements": ["Pt", "N", "C", "C", "C", "N", "H", "H", "H", "H", "H", "H", "H", "H", "H", "H", "O", "C", "O", "C", "C", "C", "C", "C", "C", "O", "N", "O", "O", "N", "O", "O", "H", "H", "O", "C", "C", "C", "C", "C", "C", "N", "H", "H", "H", "H", "H", "H", "H", "H", "H", "H", "H"], "coordinates": [[-0.313, -0.079, 0.552], [-1.914, 1.270, 1.540], [-2.933, 0.874, 2.510], [-3.833, -0.237, 1.971], [-3.090, -1.565, 1.836], [-2.135, -1.534, 0.730], [-1.265, 1.939, 1.948], [-2.345, 1.729, 0.741], [-3.559, 1.738, 2.778], [-2.431, 0.517, 3.413], [-4.239, 0.050, 0.998], [-4.668, -0.365, 2.661], [-3.821, -2.372, 1.687], [-2.552, -1.776, 2.764], [-2.643, -1.451, -0.148], [-1.630, -2.427, 0.676], [3.929, -0.081, 0.302], [2.800, -0.540, 0.256], [1.752, 0.185, 0.183], [2.644, -2.056, 0.256], [3.787, -2.789, 0.438], [3.755, -4.187, 0.510], [2.536, -4.840, 0.492], [1.366, -4.116, 0.315], [1.370, -2.690, 0.080], [0.316, -2.092, -0.277], [0.144, -4.831, 0.375], [-0.911, -4.209, 0.448], [0.188, -6.048, 0.387], [4.970, -4.931, 0.633], [4.890, -6.144, 0.686], [6.014, -4.311, 0.665], [4.725, -2.262, 0.540], [2.490, -5.912, 0.624], [0.129, 2.441, 0.329], [0.706, 2.865, -0.660], [1.111, 4.307, -0.773], [-0.159, 4.954, -1.377], [-0.773, 4.273, -2.615], [-1.475, 2.922, -2.359], [-0.506, 1.717, -2.347], [0.770, 2.182, -1.833], [1.976, 4.446, -1.421], [1.309, 4.741, 0.204], [0.083, 5.982, -1.648], [-0.921, 4.997, -0.595], [-0.020, 4.172, -3.399], [-1.533, 4.962, -2.989], [-2.244, 2.763, -3.117], [-1.978, 2.985, -1.392], [-0.347, 1.320, -3.349], [-0.883, 0.901, -1.703], [1.361, 2.612, -2.531]], "homo_energy_ha": [-0.307, -0.303], "gap_ev": [6.869, 6.938], "de_lowest_kcal_mol": 54.4, "lumo_ev": [-1.489, -1.311]}


Entry 3:
{"formula": "C16H23NO2Ti", "method": "wB97M-V/def2-TZVPD", "elements": ["Ti", "C", "C", "C", "C", "C", "H", "H", "H", "H", "H", "O", "C", "O", "C", "N", "C", "C", "C", "H", "H", "H", "H", "H", "H", "H", "H", "H", "C", "C", "C", "C", "C", "C", "H", "H", "H", "H", "H", "H", "H", "H", "H"], "coordinates": [[0.282, -0.008, -0.374], [0.509, -1.185, 1.686], [1.204, -1.873, 0.666], [2.273, -1.051, 0.229], [2.236, 0.142, 0.985], [1.147, 0.059, 1.876], [-0.378, -1.529, 2.194], [0.935, -2.834, 0.257], [2.974, -1.281, -0.559], [2.875, 1.000, 0.846], [0.814, 0.845, 2.536], [0.711, 1.465, -1.612], [-0.016, 2.426, -1.105], [-0.634, 1.916, 0.073], [-0.990, 3.203, -1.959], [-1.860, 3.970, -1.045], [-1.273, 5.317, -1.002], [-0.787, 5.585, -2.427], [-0.284, 4.209, -2.894], [-1.598, 2.473, -2.510], [-1.409, 2.479, 0.261], [-2.790, 4.027, -1.441], [-0.430, 5.303, -0.307], [-2.001, 6.041, -0.637], [-0.018, 6.355, -2.478], [-1.628, 5.914, -3.042], [0.796, 4.120, -2.774], [-0.515, 4.019, -3.941], [-4.437, -2.488, -1.890], [-3.146, -2.415, -2.716], [-2.647, -3.836, -3.014], [-3.418, -1.678, -4.034], [-2.118, -1.687, -1.956], [-1.266, -1.078, -1.337], [-5.207, -3.025, -2.447], [-4.805, -1.487, -1.663], [-4.261, -3.009, -0.948], [-3.402, -4.386, -3.580], [-2.446, -4.375, -2.088], [-1.728, -3.805, -3.600], [-4.176, -2.211, -4.612], [-2.509, -1.610, -4.632], [-3.776, -0.666, -3.842]], "homo_energy_ha": [-0.240, -0.323], "gap_ev": [7.131, 9.196], "spin_multiplicity": 3, "lumo_ev": [0.595, 0.405]}


Entry 4:
{"formula": "C16H23NO4S", "method": "wB97M-V/def2-TZVPD", "elements": ["C", "C", "O", "C", "O", "C", "C", "C", "N", "S", "O", "O", "C", "C", "C", "C", "C", "C", "C", "C", "C", "C", "H", "H", "H", "H", "H", "H", "H", "H", "H", "H", "H", "H", "H", "H", "H", "H", "H", "H", "H", "H", "H", "H", "H"], "coordinates": [[5.691, -2.246, 0.719], [5.754, -0.751, 0.993], [4.525, -0.112, 0.646], [4.355, 0.240, -0.626], [5.185, 0.097, -1.487], [2.973, 0.820, -0.867], [2.555, 1.814, 0.218], [1.141, 2.317, -0.068], [0.189, 1.231, -0.175], [-0.362, 0.598, 1.284], [0.365, -0.578, 1.685], [-0.445, 1.686, 2.213], [-2.008, 0.111, 0.790], [-2.898, 1.094, 0.410], [-4.178, 0.743, 0.012], [-4.572, -0.590, -0.009], [-5.949, -1.035, -0.425], [-6.868, 0.062, -0.948], [-3.654, -1.565, 0.381], [-2.377, -1.221, 0.781], [0.556, 0.222, -1.144], [1.961, -0.334, -0.907], [4.847, -2.687, 1.245], [6.609, -2.719, 1.058], [5.576, -2.423, -0.347], [5.888, -0.550, 2.058], [6.567, -0.292, 0.420], [2.996, 1.317, -1.844], [3.247, 2.656, 0.252], [2.561, 1.313, 1.188], [1.115, 2.878, -1.009], [0.790, 2.956, 0.742], [-2.579, 2.123, 0.438], [-4.866, 1.519, -0.280], [-5.839, -1.805, -1.194], [-6.423, -1.515, 0.437], [-7.065, 0.805, -0.179], [-7.818, -0.372, -1.249], [-6.430, 0.554, -1.813], [-3.951, -2.604, 0.372], [-1.658, -1.962, 1.093], [0.489, 0.676, -2.139], [-0.185, -0.576, -1.073], [1.973, -0.854, 0.051], [2.218, -1.037, -1.702]], "homo_energy_ha": -0.338, "smiles": "CCOC(=O)C1CCN(S(=O)(=O)c2ccc(CC)cc2)CC1", "gap_ev": 9.897, "de_lowest_kcal_mol": 10.6, "lumo_ev": 0.692}


Entry 5:
{"formula": "C16H24AsCa2F9N2O17", "method": "wB97M-V/def2-TZVPD", "elements": ["Ca", "Ca", "As", "F", "F", "F", "F", "F", "F", "C", "O", "O", "C", "F", "F", "F", "C", "C", "H", "H", "H", "H", "H", "H", "N", "O", "O", "O", "N", "O", "O", "O", "C", "C", "C", "O", "C", "O", "O", "H", "H", "H", "H", "H", "H", "C", "C", "C", "O", "C", "O", "O", "H", "H", "H", "H", "H", "H", "C", "C", "C", "O", "C", "O", "O", "H", "H", "H", "H", "H", "H"], "coordinates": [[26.003, 4.239, -1.661], [25.765, -1.471, 2.849], [22.205, 2.098, 1.322], [21.723, 1.180, -0.128], [23.465, 0.928, 1.701], [22.946, 3.127, 2.648], [20.932, 3.357, 1.018], [21.119, 1.300, 2.474], [23.384, 2.975, 0.261], [22.400, -5.239, 1.091], [22.253, -5.885, -0.180], [23.471, -4.359, 0.865], [20.980, -4.733, 1.501], [21.120, -3.813, 2.483], [20.370, -3.993, 0.626], [20.240, -5.680, 2.116], [21.753, -7.241, -0.244], [21.695, -7.939, -1.694], [20.845, -8.546, -2.004], [22.048, -7.197, -2.410], [22.499, -8.664, -1.562], [20.729, -7.212, 0.128], [22.241, -7.905, 0.469], [22.502, -5.934, 1.924], [26.622, -0.357, -1.648], [26.162, -1.337, -2.240], [26.527, 0.686, -2.291], [26.902, -0.410, -0.412], [27.167, 2.935, 3.035], [27.220, 1.763, 3.338], [27.408, 3.798, 3.871], [27.015, 3.349, 1.911], [14.103, 0.511, 5.603], [14.996, -0.756, 5.627], [16.519, -0.532, 5.440], [17.007, -1.122, 6.581], [16.073, -1.293, 7.536], [16.294, -1.647, 8.619], [14.886, -1.229, 6.938], [14.475, 0.998, 6.504], [13.058, 0.200, 5.592], [14.285, 1.031, 4.663], [14.611, -1.499, 4.929], [16.712, 0.541, 5.414], [17.007, -0.974, 4.572], [21.547, 2.409, 9.772], [21.582, 2.018, 8.298], [22.253, 3.196, 7.525], [23.258, 2.561, 6.839], [23.167, 1.217, 7.018], [23.595, 0.362, 6.305], [22.440, 0.981, 8.116], [20.949, 1.647, 10.273], [20.988, 3.343, 9.831], [22.467, 2.516, 10.346], [20.627, 1.836, 7.804], [22.720, 3.857, 8.255], [21.614, 3.717, 6.812], [16.066, 1.746, 0.250], [14.987, 0.932, -0.561], [14.664, -0.622, -0.372], [13.498, -0.545, 0.367], [13.098, 0.722, 0.678], [12.094, 0.969, 1.397], [13.852, 1.540, -0.027], [16.335, 1.085, 1.074], [15.808, 2.756, 0.570], [16.939, 1.940, -0.373], [15.153, 1.133, -1.619], [15.415, -0.908, 0.364], [14.936, -1.319, -1.164]], "homo_energy_ha": -0.258, "gap_ev": 1.582, "lumo_ev": -5.432}